{
  "formula": "C35H44N2O7PRuS2",
  "method": "the ωB97M-V functional and the def2-TZVPD basis",
  "multiplicity": 6,
  "homo_energy_ha": [-0.4610, -0.4611],
  "largest_force_ev_per_a": 3.337,
  "e_above_lowest_kcal_mol": 17.58,
  "e_tot_ha": -3228.3802,
  "charge": 2,
  "elements": ["Ru", "N", "C", "C", "O", "O", "H", "H", "H", "H", "O", "S", "C", "C", "C", "C", "S", "O", "C", "C", "C", "C", "C", "C", "C", "C", "C", "C", "C", "C", "H", "H", "H", "H", "H", "H", "H", "H", "H", "H", "H", "H", "H", "H", "H", "H", "H", "H", "C", "O", "C", "C", "C", "C", "C", "C", "N", "C", "C", "C", "C", "C", "C", "C", "O", "H", "H", "H", "H", "H", "H", "H", "H", "H", "H", "H", "H", "H", "C", "P", "C", "C", "O", "H", "H", "H", "H", "H", "H", "H", "H", "H"],
  "xyz": [[-0.58754, 0.40174, 0.95126], [-2.62218, 1.33488, 1.92511], [-3.80733, 0.95456, 1.20769], [-3.48495, 0.59844, -0.30859], [-4.37880, 0.77198, -1.10559], [-2.34187, 0.12670, -0.51028], [-2.57547, 0.95296, 2.86637], [-2.46081, 2.33723, 1.92979], [-4.57218, 1.73418, 1.17753], [-4.22720, 0.03774, 1.62820], [0.15587, -1.40983, -0.37904], [-0.60367, -1.68310, -1.64799], [-1.40456, -3.31308, -1.31380], [-2.37324, -3.19315, -0.13438], [-2.04689, -4.17346, 0.99376], [-0.80282, -3.78267, 1.77343], [-1.19646, -2.53630, 3.08629], [-1.48171, -1.24971, 2.38096], [0.53453, -2.43383, 3.60379], [0.94960, -3.24802, 4.64379], [2.29014, -3.25442, 4.99020], [3.18788, -2.45742, 4.29586], [2.75830, -1.65135, 3.25159], [1.41821, -1.63566, 2.90303], [0.69512, -2.30158, -2.76535], [1.96810, -2.55066, -2.28562], [2.95915, -2.94394, -3.17031], [2.66944, -3.08563, -4.51793], [1.38785, -2.84166, -4.98909], [0.39472, -2.43812, -4.11226], [-0.59810, -4.01848, -1.11817], [-1.91461, -3.60162, -2.23047], [-3.38960, -3.38233, -0.47925], [-2.34467, -2.17113, 0.25628], [-1.91314, -5.16877, 0.56806], [-2.89441, -4.22683, 1.67797], [-0.03781, -3.34017, 1.13452], [-0.38742, -4.63344, 2.30992], [0.22872, -3.86880, 5.15522], [2.63457, -3.89124, 5.78917], [4.22875, -2.46607, 4.57590], [3.46792, -1.04687, 2.70901], [1.05679, -1.01273, 2.07157], [2.17337, -2.42572, -1.23233], [3.95760, -3.13225, -2.80761], [3.44454, -3.38919, -5.20327], [1.16577, -2.95802, -6.03801], [-0.60624, -2.23891, -4.46530], [-4.62551, 1.60335, -3.91834], [-3.21423, 1.58523, -3.74573], [-2.62659, 2.53306, -3.00915], [-3.27995, 3.55397, -2.31893], [-2.54711, 4.52119, -1.65897], [-1.15358, 4.52173, -1.69986], [-0.48337, 3.49426, -2.33138], [-1.20494, 2.47691, -2.95404], [-0.61158, 1.44730, -3.65627], [0.59507, 0.91082, -3.59044], [1.57883, 0.95031, -2.58829], [2.87722, 0.49512, -2.93614], [3.89597, 0.43498, -2.02853], [3.65348, 0.74461, -0.67557], [2.40882, 1.12559, -0.27366], [1.32219, 1.26301, -1.19290], [0.17833, 1.58728, -0.75766], [-4.93587, 2.50605, -4.45015], [-5.13061, 1.53374, -2.95261], [-4.85804, 0.72294, -4.51219], [-4.35633, 3.59117, -2.30540], [-3.06415, 5.30468, -1.12621], [-0.60346, 5.33717, -1.25522], [0.59369, 3.49585, -2.39732], [-1.24206, 1.06338, -4.35841], [0.84815, 0.31941, -4.46361], [3.04914, 0.19983, -3.96067], [4.88826, 0.13622, -2.32695], [4.46326, 0.65645, 0.03361], [2.16260, 1.34302, 0.76571], [1.67124, 4.09480, 2.61755], [1.29634, 2.56453, 3.53843], [0.55184, 3.05059, 5.13019], [2.88008, 1.73770, 3.92247], [0.37081, 1.66845, 2.76279], [2.37321, 4.71793, 3.16158], [0.74371, 4.64528, 2.47512], [2.08579, 3.83870, 1.64423], [1.26226, 3.62203, 5.72213], [0.26435, 2.15366, 5.67649], [-0.33531, 3.65493, 4.94602], [3.47280, 2.35361, 4.58942], [3.44219, 1.55920, 3.00923], [2.66979, 0.78572, 4.40800]],
  "mulliken_charge": [2.333, -0.452, -0.913, 0.737, -0.661, -0.039, 0.264, 0.276, 0.428, 0.321, -0.521, 0.995, -1.231, 0.443, -1.448, -0.112, -0.089, -0.395, 0.575, -0.520, -0.651, -0.617, -1.175, 0.513, 0.464, -0.276, -0.832, -0.616, -0.676, -0.907, 0.594, 0.648, 0.616, -0.641, 0.461, 0.444, -0.061, 0.636, 0.501, 0.435, 0.448, 0.666, 0.159, 0.381, 0.487, 0.425, 0.473, 0.519, -0.852, -0.428, 0.482, -0.156, -0.928, -0.944, -0.241, -0.062, 0.229, -1.318, 1.201, -1.064, -1.041, -0.621, 0.206, 1.434, -1.567, 0.389, 0.347, 0.275, 0.480, 0.460, 0.485, 0.625, 0.402, 0.654, 0.478, 0.446, 0.538, 0.121, -1.109, 0.850, -1.221, -1.052, -1.136, 0.425, 0.340, 0.290, 0.431, 0.362, 0.357, 0.493, 0.236, 0.295]
}



{
  "formula": "C5H22NO6S",
  "method": "the ωB97M-V functional and the def2-TZVPD basis",
  "multiplicity": 2,
  "homo_energy_ha": [-0.3364, -0.3356],
  "largest_force_ev_per_a": 3.042,
  "e_above_lowest_kcal_mol": 21.06,
  "e_tot_ha": -1107.9460,
  "elements": ["C", "O", "C", "C", "C", "S", "C", "N", "H", "H", "H", "H", "H", "H", "H", "H", "H", "H", "H", "H", "H", "H", "O", "H", "H", "O", "H", "H", "O", "H", "H", "O", "H", "H", "O"],
  "xyz": [[0.93370, 0.85421, 0.61534], [-0.12926, 1.62603, 0.21118], [0.83240, -0.65405, 0.07131], [2.01967, -1.03498, -0.83591], [1.64268, -2.12621, -1.86224], [1.34461, -1.40009, -3.52597], [0.98332, 0.34721, -3.31470], [0.58231, -1.68295, 1.01130], [1.87498, 1.27760, 0.23936], [1.13976, 0.84781, 1.68903], [-0.11273, -0.63179, -0.50415], [2.45801, -0.18080, -1.34459], [2.82414, -1.43762, -0.17828], [0.72424, -2.64652, -1.59029], [2.41200, -2.90598, -1.95629], [0.61428, 0.68401, -2.34971], [1.91054, 0.86510, -3.45820], [0.24700, 0.61307, -4.07340], [-0.35148, -1.67001, 1.45233], [1.20894, -1.71758, 1.82356], [-2.95126, -1.87293, 1.18387], [-2.20013, -0.68689, 1.70699], [-2.58145, -1.56539, 2.01198], [-2.87080, 1.49398, 1.70580], [-1.04198, 1.50114, 0.71562], [-2.05086, 1.00206, 1.74872], [-1.54308, -0.66055, 3.92226], [-1.20548, 0.68712, 3.34545], [-0.80541, -0.05641, 3.86477], [-2.67134, -0.07010, -1.13195], [-2.87344, 0.15318, 0.46328], [-3.29168, -0.16991, -0.39382], [0.67768, 3.19014, -0.86254], [0.96808, 4.10434, 0.24520], [1.28203, 3.92377, -0.64530]],
  "mulliken_charge": [-0.768, -0.605, 0.424, -1.205, -0.627, -0.146, -0.595, -0.203, 0.458, 0.432, 0.168, 0.555, 0.507, 0.343, 0.381, -0.006, 0.351, 0.361, 0.346, 0.343, 0.375, 0.172, -0.704, 0.149, 0.373, -0.959, 0.308, 0.330, -0.676, 0.298, 0.447, -0.660, 0.348, 0.327, -0.642]
}



{
  "formula": "C49H61IN7SbSeV",
  "method": "the ωB97M-V functional and the def2-TZVPD basis",
  "multiplicity": 4,
  "homo_energy_ha": [-0.2276, -0.2423],
  "largest_force_ev_per_a": 0.729,
  "e_above_lowest_kcal_mol": 4.26,
  "e_tot_ha": -6170.4048,
  "elements": ["V", "C", "C", "C", "C", "C", "N", "C", "C", "C", "C", "C", "C", "C", "N", "C", "C", "C", "N", "C", "C", "N", "C", "C", "C", "N", "H", "H", "H", "H", "H", "H", "H", "H", "H", "H", "H", "H", "H", "H", "H", "H", "H", "H", "I", "C", "C", "C", "C", "C", "C", "C", "C", "C", "C", "H", "H", "H", "H", "H", "H", "N", "C", "C", "N", "C", "C", "H", "H", "H", "H", "H", "H", "H", "H", "H", "H", "H", "C", "C", "C", "C", "C", "C", "Se", "C", "C", "C", "H", "H", "H", "H", "H", "H", "H", "H", "H", "H", "H", "C", "C", "Sb", "C", "C", "C", "C", "H", "H", "H", "H", "H", "H", "H", "H", "H", "H", "H", "H", "H", "H", "H"],
  "xyz": [[0.29862, 0.58025, 1.54662], [-0.21158, -5.69810, 2.07417], [0.23391, -4.30913, 2.44139], [-0.21165, -3.68124, 3.59971], [0.14177, -2.37758, 3.90397], [0.97311, -1.62912, 3.06290], [1.22680, -0.26673, 3.18895], [1.56327, 0.31063, 4.36789], [1.76856, -0.40451, 5.57262], [1.96881, 0.21324, 6.78570], [1.98002, 1.60286, 6.90278], [2.07206, 2.28635, 8.23950], [1.89300, 2.32126, 5.72595], [1.75784, 1.71134, 4.48057], [1.93656, 2.56537, 3.33796], [2.62863, 3.72759, 3.33050], [2.63154, 4.21597, 2.04514], [1.92061, 3.26511, 1.31170], [1.50571, 2.27674, 2.09553], [1.42562, -2.28419, 1.90523], [1.05941, -3.58175, 1.59457], [2.25685, -1.57931, 0.98137], [3.43881, -1.98635, 0.47788], [3.91715, -0.97991, -0.32615], [2.94943, 0.02830, -0.23867], [1.95467, -0.33597, 0.55755], [-0.75194, -6.16571, 2.89667], [0.63668, -6.33709, 1.82278], [-0.87629, -5.67681, 1.20754], [-0.88322, -4.21307, 4.26433], [-0.27588, -1.89801, 4.77968], [1.76370, -1.48408, 5.53103], [2.10400, -0.40031, 7.66969], [2.59327, 1.65776, 8.96216], [1.08256, 2.50239, 8.64986], [2.61125, 3.23228, 8.17131], [1.92899, 3.40252, 5.78282], [3.10746, 4.10300, 4.21526], [3.10317, 5.11475, 1.69072], [1.67976, 3.24058, 0.26025], [1.38961, -4.00741, 0.65317], [3.83915, -2.95083, 0.73792], [4.82318, -0.97811, -0.90484], [2.92219, 0.99111, -0.72299], [-1.90779, 0.94619, 3.42942], [-2.79598, -0.79046, 2.64852], [-3.82630, -1.32437, 3.36593], [-4.50139, -2.45880, 2.87071], [-4.13816, -2.98637, 1.66807], [-3.07223, -2.43143, 0.91691], [-2.72218, -2.99031, -0.33662], [-1.66721, -2.48386, -1.03335], [-0.90526, -1.42506, -0.48887], [-1.18632, -0.79960, 0.71095], [-2.33420, -1.31528, 1.40896], [-4.13225, -0.88321, 4.30502], [-5.30984, -2.89132, 3.44557], [-4.66030, -3.84600, 1.26393], [-3.29871, -3.82684, -0.71502], [-1.38945, -2.90894, -1.99127], [-0.00512, -1.15222, -1.03775], [-1.32663, 0.20662, -4.23674], [-2.45036, 0.48769, -3.33883], [-2.02279, 1.54768, -2.30327], [-0.57738, 1.63016, -2.14382], [0.04976, 2.03430, -3.40125], [-0.64831, 1.43185, -4.64104], [-1.64693, -0.30876, -5.04663], [0.51655, -0.95577, -3.74351], [-2.72772, -0.43812, -2.83167], [-3.33274, 0.85181, -3.88483], [-2.48361, 1.31914, -1.34071], [-2.37357, 2.53996, -2.60658], [-0.23657, 0.71756, -1.86145], [1.09845, 1.73701, -3.37235], [0.02179, 3.12642, -3.47422], [0.09118, 1.19038, -5.40662], [-1.34470, 2.16442, -5.07613], [3.09432, -5.28843, -7.90699], [2.81210, -4.31162, -6.79792], [3.66774, -3.25106, -6.53738], [3.41603, -2.33495, -5.52052], [4.37821, -1.19922, -5.29916], [2.26905, -2.49893, -4.73918], [1.91084, -1.22555, -3.33505], [1.40191, -3.57422, -4.96085], [0.16828, -3.79802, -4.13157], [1.68682, -4.45544, -5.99785], [4.01801, -5.03816, -8.42725], [2.28571, -5.29452, -8.63984], [3.19001, -6.30411, -7.51950], [4.55798, -3.12715, -7.14430], [5.22598, -1.28128, -5.97802], [4.76080, -1.18648, -4.27731], [3.89194, -0.23593, -5.46321], [0.33558, -3.53091, -3.08910], [-0.14254, -4.84131, -4.18326], [-0.66286, -3.18504, -4.49265], [1.01273, -5.28762, -6.17386], [-1.87703, 4.66187, 3.59243], [-1.81050, 5.11266, 2.13872], [-1.63158, 3.51686, 0.68513], [-1.37410, 4.91356, -0.95616], [-2.54813, 5.66037, -1.57691], [-3.72079, 2.93594, 0.76139], [-4.76612, 3.62643, -0.10342], [-1.97272, 5.51137, 4.27280], [-0.97261, 4.11661, 3.87908], [-2.72788, 4.00291, 3.77689], [-0.93795, 5.75171, 1.98144], [-2.69011, 5.70375, 1.86951], [-0.82430, 4.35826, -1.71857], [-0.66733, 5.63143, -0.52864], [-3.22715, 4.98815, -2.09955], [-2.19602, 6.39707, -2.30381], [-3.13299, 6.19735, -0.82933], [-3.96368, 3.06108, 1.82050], [-3.73017, 1.85763, 0.58429], [-4.79463, 4.70261, 0.06833], [-5.76332, 3.23476, 0.11261], [-4.58045, 3.46901, -1.16605]],
  "mulliken_charge": [-0.099, -1.635, 0.734, -1.170, 0.004, -0.082, 0.667, 0.849, -1.122, -1.033, 0.114, -1.606, -0.479, 0.462, -0.054, -0.047, -1.613, -0.526, 1.239, -0.868, -0.238, 0.704, -0.137, -1.393, -0.870, 0.448, 0.396, 0.369, 0.279, 0.332, 0.697, 0.543, 0.368, 0.382, 0.289, 0.360, 0.437, 0.511, 0.469, 0.523, 0.442, 0.538, 0.523, 0.404, 0.270, 0.885, -0.589, -0.863, -0.880, 0.894, -1.371, -1.079, 1.089, 1.454, 0.029, 0.474, 0.387, 0.435, 0.382, 0.250, -1.045, -0.087, -1.211, 0.554, 1.221, -0.676, -0.853, 0.192, 0.113, 0.398, 0.417, -0.693, 0.289, -1.059, 0.339, 0.357, 0.391, 0.383, -1.479, 0.521, -0.993, 0.505, -1.469, 0.466, 0.045, 1.099, -1.218, -1.020, 0.345, 0.323, 0.336, 0.281, 0.386, 0.250, 0.306, -0.034, 0.397, 0.314, 0.426, -0.825, -0.908, -0.542, -0.354, -1.311, -0.131, -1.275, 0.384, 0.027, 0.222, 0.489, 0.465, 0.038, 0.607, 0.245, 0.363, 0.289, 0.595, 0.061, 0.298, 0.363, 0.207]
}



{
  "formula": "C20H12AgF3OSSbSe4",
  "method": "the ωB97M-V functional and the def2-TZVPD basis",
  "multiplicity": 2,
  "homo_energy_ha": [-0.0362, -0.0353],
  "largest_force_ev_per_a": 3.074,
  "e_above_lowest_kcal_mol": 36.02,
  "e_tot_ha": -11535.2744,
  "charge": -2,
  "elements": ["Ag", "Se", "Se", "Se", "Se", "F", "C", "C", "C", "C", "C", "C", "Sb", "C", "C", "C", "C", "F", "C", "C", "C", "C", "C", "C", "F", "C", "C", "H", "H", "H", "H", "H", "H", "H", "H", "H", "H", "H", "H", "O", "C", "S", "C"],
  "xyz": [[-0.14404, 0.18589, -0.48795], [-2.71091, -0.48583, 0.36068], [-3.25116, 1.67282, -0.31191], [-2.60436, 1.79813, -2.52549], [-0.32349, 2.19793, -2.48393], [0.43681, 1.20401, 9.03823], [0.42855, 0.98172, 7.68921], [1.42307, 1.53802, 6.91080], [1.39317, 1.31930, 5.54477], [0.40716, 0.53651, 4.96332], [-0.58264, 0.00571, 5.77638], [-0.58270, 0.21588, 7.14343], [0.20293, 0.37326, 2.78073], [2.18230, 1.01309, 2.32193], [3.30796, 0.46498, 2.89477], [4.58376, 0.76143, 2.43726], [4.71413, 1.74642, 1.44063], [5.98259, 2.19393, 1.16607], [3.66039, 2.35542, 0.85558], [2.30677, 1.80674, 1.06076], [0.53584, -1.77694, 2.83714], [-0.47898, -2.60773, 3.28992], [-0.31783, -3.98238, 3.31271], [0.86819, -4.51509, 2.84827], [1.04130, -5.86927, 2.88331], [1.88376, -3.71849, 2.36181], [1.70628, -2.34589, 2.36051], [2.19952, 2.13147, 7.37117], [2.15426, 1.75931, 4.91587], [-1.37380, -0.58074, 5.33335], [-1.35148, -0.19579, 7.77987], [3.19334, -0.18882, 3.75522], [5.46542, 0.33280, 2.88748], [3.79149, 3.15529, 0.14419], [1.53031, 2.57382, 0.94417], [-1.41990, -2.18553, 3.61339], [-1.09900, -4.63669, 3.67014], [2.78988, -4.16249, 1.97865], [2.49148, -1.72195, 1.96043], [0.25490, -2.53123, -0.48908], [0.09185, -1.69412, -1.27027], [3.10281, -0.47326, -0.29298], [1.95532, 0.61201, 0.13514]],
  "mulliken_charge": [0.673, -0.624, -0.218, -0.222, -0.611, -0.354, 0.452, -0.708, -0.164, 0.072, -0.423, -0.687, 0.957, -1.042, -0.062, -1.036, 0.795, -0.374, -1.205, 1.037, 0.148, -0.511, -0.710, 0.485, -0.372, -0.709, -0.128, 0.415, 0.381, 0.189, 0.416, 0.610, 0.379, 0.373, 0.425, 0.421, 0.394, 0.433, 0.081, -0.201, -0.060, -0.328, -0.384]
}



{
  "formula": "C4H5NO2",
  "method": "the ωB97M-V functional and the def2-TZVPD basis",
  "smiles": "C[C@@]1([O-])[C@H]2C(=O)[N@H+]21",
  "homo_energy_ha": -0.3509,
  "largest_force_ev_per_a": 1.780,
  "e_above_lowest_kcal_mol": 95.22,
  "e_tot_ha": -360.5177,
  "elements": ["C", "C", "O", "C", "C", "O", "N", "H", "H", "H", "H", "H"],
  "xyz": [[1.04592, -0.88258, 0.95764], [0.81982, 0.26347, 0.00151], [1.71170, 0.98775, -0.41077], [-0.53278, 0.10002, -1.28140], [-1.74780, -0.01762, -0.68053], [-2.90564, -0.21280, -0.54322], [-0.59743, 0.81261, 0.15402], [0.13970, -1.21589, 1.46266], [1.47679, -1.72639, 0.41916], [1.74604, -0.55992, 1.73068], [-0.30586, 0.67527, -2.16886], [-0.85045, 1.77607, 0.35911]],
  "mulliken_charge": [-0.996, 0.713, -0.617, -0.668, 0.704, -0.428, -0.152, 0.317, 0.270, 0.328, 0.260, 0.270]
}